1.
The following is a quantum chemistry calculation of a structure of composition C19H23N5O4PdS2, from OMol25.

Each line ends with the Mulliken spin population.
CARTESIAN COORDINATES (ANGSTROEM)
Pd1 0.453722 0.423534 0.226629  1.399
O1 -0.082381 -0.079316 2.288264  0.271
N1 -0.874368 -1.079409 2.484799  0.156
C1 -1.171386 -1.403633 3.768502  -0.087
C2 -2.003157 -2.454062 4.046920  0.133
C3 -2.562070 -3.212757 3.006447  -0.075
C4 -2.260673 -2.885005 1.715210  0.078
C5 -1.402237 -1.801456 1.426517  -0.038
S1 -1.017661 -1.386818 -0.166259  0.827
H1 -0.700178 -0.771603 4.505322  0.002
H2 -2.215112 -2.681737 5.081905  0.003
H3 -3.217915 -4.042864 3.226326  -0.002
H4 -2.659989 -3.436182 0.875291  -0.003
N2 2.203125 2.755553 -8.012910  0.307
C6 1.895010 2.180020 -6.862381  0.164
C7 0.823446 1.233061 -6.803876  0.178
C8 0.522889 0.630746 -5.619044  -0.044
C9 1.267979 0.952811 -4.473158  0.238
C10 2.322670 1.886594 -4.509444  -0.042
C11 2.638331 2.501011 -5.680603  0.164
S2 0.964806 0.056180 -2.958235  0.036
O2 -0.259051 -0.671972 -3.164830  0.009
O3 2.180352 -0.655602 -2.699357  0.021
N3 0.800509 1.164952 -1.817653  0.154
C12 -0.353546 1.934075 -1.816248  -0.034
N4 -0.926521 1.947860 -0.600223  0.139
C13 -1.991923 2.725964 -0.409723  -0.001
C14 -2.502889 3.472484 -1.451450  0.005
C15 -1.868874 3.353349 -2.682147  -0.003
N5 -0.789022 2.597181 -2.873843  0.012
H5 1.700958 2.538245 -8.862676  -0.012
H6 2.960834 3.420467 -8.084013  -0.013
H7 0.270280 1.004499 -7.706007  -0.004
H8 -0.276882 -0.092841 -5.539754  0.003
H9 2.875647 2.099087 -3.604280  0.001
H10 3.446154 3.218804 -5.741426  -0.005
H11 -2.431532 2.732382 0.579296  0.004
H12 -3.364413 4.108184 -1.317223  0.001
H13 -2.236614 3.892861 -3.546739  0.000
C16 2.294774 -2.494127 0.243348  0.014
C17 3.267893 -1.407002 0.615213  -0.004
O4 2.584214 -0.143390 0.703845  0.039
C18 3.372817 0.895230 1.300366  -0.014
C19 2.572463 2.176003 1.271048  0.026
H14 2.825103 -3.442520 0.159067  0.001
H15 1.832467 -2.286222 -0.722556  -0.003
H16 1.529563 -2.610792 1.014619  -0.001
H17 4.056322 -1.311798 -0.134928  0.001
H18 3.729882 -1.609269 1.585207  -0.001
H19 4.300481 0.996405 0.731571  0.002
H20 3.623970 0.606179 2.324193  -0.001
H21 2.321098 2.453726 0.243620  -0.002
H22 3.146490 2.996311 1.700672  0.006
H23 1.662244 2.086523 1.875687  -0.004

Forces on atoms 1 to 6 (eV/Å):
0.17 0.11 0.16
0.00 0.04 0.04
0.01 -0.03 -0.01
0.02 0.02 -0.06
-0.04 -0.05 -0.03
0.00 0.01 0.09

Values from the calculation:
- Kohn-Sham gap (alpha / beta) (eV) = 8.85 / 6.00
- spin multiplicity = 5
- energy relative to the best compared isomer or geometry (same formula, charge and spin) (eV) = 0.0831
- E (Ha) = -2236.147293
- largest force on an atom (eV Å⁻¹) = 0.26
- total charge = +2

2.
The following is a quantum chemistry calculation of the molecule C19H23N5O4S, from OMol25.

Each line ends with the Löwdin charge.
CARTESIAN COORDINATES (ANGSTROEM)
C1 -1.008262 5.843653 -0.401885  -0.061
C2 0.483419 5.685757 -0.624629  -0.219
O1 0.737264 4.338523 -1.028239  -0.007
C3 2.017204 4.006537 -1.208648  -0.443
O2 2.932090 4.792061 -1.042435  0.092
C4 2.189834 2.611484 -1.618553  -0.039
C5 1.123274 1.747921 -1.812526  -0.043
N1 1.269166 0.485034 -2.178533  0.033
C6 2.523839 0.062259 -2.366753  -0.668
S1 2.794244 -1.580700 -2.866527  1.017
C7 1.107968 -2.182781 -3.246214  -0.351
C8 0.393551 -2.776363 -2.030346  -0.540
O3 0.211863 -3.969601 -1.924175  0.061
N2 0.003311 -1.820663 -1.161249  0.118
C9 -0.661236 -1.963048 0.060351  -0.220
C10 -0.923543 -0.813698 0.798240  -0.022
C11 -1.591843 -0.877939 2.004283  -0.027
C12 -2.019948 -2.102032 2.527830  -0.233
N3 -2.636269 -2.222665 3.768455  -0.106
C13 -2.788810 -1.074708 4.638121  -0.145
C14 -4.100023 -0.331443 4.350645  -0.190
O4 -5.202560 -1.201418 4.492921  -0.134
C15 -5.078995 -2.320973 3.643443  -0.185
C16 -3.783209 -3.098482 3.919349  -0.136
C17 -1.728138 -3.252009 1.783428  -0.012
C18 -1.071001 -3.190083 0.574333  -0.002
N4 3.618541 0.778816 -2.210600  0.108
C19 3.488788 2.052702 -1.834909  -0.310
N5 4.598342 2.768327 -1.675772  0.191
H1 -1.224123 6.862632 -0.094861  0.079
H2 -1.346508 5.160047 0.372181  0.078
H3 -1.549449 5.626417 -1.318787  0.078
H4 0.845148 6.361867 -1.407553  0.130
H5 1.050229 5.892660 0.290172  0.129
H6 0.104941 2.082327 -1.665271  0.132
H7 1.250405 -2.967683 -3.987470  0.080
H8 0.551976 -1.347886 -3.669094  0.080
H9 0.255124 -0.862419 -1.415679  0.083
H10 -0.605287 0.147456 0.417760  0.103
H11 -1.781641 0.045871 2.528050  0.096
H12 -1.929509 -0.412111 4.547836  0.117
H13 -2.825007 -1.452660 5.666507  0.128
H14 -4.258671 0.478670 5.064549  0.125
H15 -4.081902 0.079374 3.329130  0.121
H16 -5.955069 -2.942854 3.833879  0.125
H17 -5.084701 -1.994994 2.590617  0.130
H18 -3.719179 -3.944248 3.238930  0.110
H19 -3.796663 -3.469118 4.949932  0.129
H20 -2.001585 -4.222669 2.166616  0.107
H21 -0.861197 -4.092480 0.025167  0.101
H22 5.486839 2.328956 -1.841190  0.120
H23 4.508166 3.738597 -1.401435  0.092

Forces on atoms 1 to 6 (eV/Å):
0.38 -0.25 -0.12
-0.02 0.59 0.19
-0.14 -0.28 -0.07
0.15 0.13 0.03
-0.17 -0.03 0.00
0.04 -0.28 -0.08

Values from the calculation:
- Kohn-Sham gap (eV) = 7.17
- spin multiplicity = 1
- energy relative to the best compared isomer or geometry (same formula, charge and spin) (eV) = 1.2689
- E (Ha) = -1710.811427
- largest force on an atom (eV Å⁻¹) = 0.62

3.
The following is a quantum chemistry calculation of the molecule C19H23NOS2, from OMol25.

Each line ends with the Löwdin charge.
CARTESIAN COORDINATES (ANGSTROEM)
C1 -3.480062 -1.878824 4.534028  -0.054
C2 -3.854337 -0.725843 3.654910  -0.236
C3 -5.123813 -0.170729 3.732172  -0.047
C4 -5.495589 0.891505 2.926771  -0.086
C5 -4.589797 1.420215 2.025612  -0.079
C6 -3.318728 0.881036 1.937462  -0.052
C7 -2.938277 -0.186005 2.745159  -0.267
C8 -1.570830 -0.761213 2.593810  -0.398
S1 -1.596092 -2.356424 1.669440  0.879
C9 -2.276206 -1.813735 0.067721  -0.435
C10 -1.185110 -1.547372 -0.967815  -0.233
N1 -0.181226 -0.628183 -0.483374  0.029
C11 -0.326136 0.707936 -0.572541  -0.551
O1 -1.305954 1.240888 -1.050536  0.061
C12 0.864359 1.502942 -0.045608  -0.173
C13 1.890194 1.699445 -1.156222  -0.445
S2 2.700438 0.103287 -1.548593  0.960
C14 4.057603 0.563047 -2.585286  -0.536
C15 5.021492 -0.416356 -2.808573  -0.126
C16 6.107704 -0.145997 -3.615952  -0.089
C17 6.245739 1.101641 -4.204417  -0.096
C18 5.283587 2.070759 -3.984720  -0.087
C19 4.186200 1.808659 -3.181914  -0.101
H1 -4.337209 -2.211944 5.113414  0.077
H2 -3.113158 -2.712673 3.937421  0.049
H3 -2.688288 -1.591255 5.226391  0.086
H4 -5.835148 -0.581761 4.434570  0.107
H5 -6.491100 1.303403 3.002952  0.100
H6 -4.867254 2.246619 1.388992  0.103
H7 -2.613361 1.299952 1.232995  0.100
H8 -1.121632 -1.021008 3.551154  0.075
H9 -0.913262 -0.082186 2.052972  0.062
H10 -2.865143 -0.917405 0.256524  0.066
H11 -2.933125 -2.610088 -0.279039  0.074
H12 -0.690787 -2.480521 -1.242991  0.119
H13 -1.650812 -1.103669 -1.853458  0.125
H14 0.643848 -1.020473 -0.059693  0.108
H15 1.327566 0.999314 0.804990  0.110
H16 0.502926 2.483867 0.269756  0.126
H17 1.400317 2.073636 -2.055933  0.090
H18 2.672888 2.387742 -0.835365  0.085
H19 4.905525 -1.383324 -2.342810  0.098
H20 6.851388 -0.910632 -3.783764  0.104
H21 7.097241 1.315337 -4.832360  0.100
H22 5.378989 3.043925 -4.443536  0.104
H23 3.443310 2.576981 -3.037709  0.093

Forces on atoms 1 to 6 (eV/Å):
0.02 0.00 0.01
-0.06 0.06 -0.03
0.04 -0.05 0.00
-0.05 0.09 -0.06
-0.10 0.06 -0.03
0.06 0.00 0.14

Values from the calculation:
- Kohn-Sham gap (eV) = 8.91
- spin multiplicity = 1
- energy relative to the best compared isomer or geometry (same formula, charge and spin) (eV) = 0.1877
- E (Ha) = -1664.206805
- largest force on an atom (eV Å⁻¹) = 0.71

4.
The following is a quantum chemistry calculation of a structure of composition C19H24AuN3O4PS2, from OMol25.

Each line ends with the Mulliken spin population.
CARTESIAN COORDINATES (ANGSTROEM)
Au1 -0.098610 -1.242225 -0.432748  0.526
O1 -1.438604 -0.735223 -5.823404  0.003
C1 -1.373485 0.538286 -5.400877  0.000
C2 -1.608874 1.533303 -6.348820  0.002
C3 -1.545183 2.863738 -5.999592  -0.001
C4 -1.248565 3.249811 -4.689032  0.000
C5 -1.029055 2.278906 -3.746150  0.004
C6 -1.085824 0.912334 -4.075470  0.012
C7 -0.835164 -0.061724 -3.014621  0.011
O2 -0.639835 0.362362 -1.820927  0.108
N1 -0.841515 -1.361171 -3.358065  0.033
N2 -0.550255 -2.141843 -2.316409  0.106
C8 -0.505434 -3.417016 -2.389642  0.014
C9 -0.142203 -4.173625 -1.185499  0.001
C10 -0.103050 -5.555772 -1.167051  -0.001
C11 0.271932 -6.203798 -0.001678  -0.002
C12 0.600801 -5.460599 1.119474  0.002
C13 0.531180 -4.081091 1.037492  -0.004
N3 0.168154 -3.461809 -0.085266  0.106
H1 -1.241434 -1.314415 -5.063613  -0.004
H2 -1.840759 1.220908 -7.359317  0.000
H3 -1.730541 3.619714 -6.753784  0.000
H4 -1.194881 4.297169 -4.421986  0.000
H5 -0.812845 2.544272 -2.719579  -0.001
H6 -0.717617 -3.924286 -3.324222  0.004
H7 -0.365434 -6.111034 -2.058002  0.001
H8 0.307587 -7.284879 0.029942  0.000
H9 0.906371 -5.933404 2.041994  0.000
H10 0.770619 -3.450707 1.885037  0.005
C14 3.742546 1.191256 2.511731  -0.001
C15 2.688091 1.628472 3.503440  -0.001
C16 2.396074 0.597214 4.570483  0.002
O3 1.418304 2.014314 2.845867  0.006
P1 0.648020 1.431864 1.620412  -0.045
S1 1.516232 1.833699 -0.159295  0.908
S2 0.490739 -0.570994 1.762401  0.195
O4 -0.684705 2.220856 1.600408  0.010
C17 -1.680384 2.501387 2.656865  0.002
C18 -1.239581 3.723386 3.430342  -0.002
C19 -1.935561 1.293064 3.529717  0.004
H11 4.647626 0.936050 3.063169  0.000
H12 3.984608 1.982450 1.802605  0.001
H13 3.422750 0.304347 1.960346  0.000
H14 2.987080 2.562230 3.970797  0.000
H15 2.196490 -0.381949 4.131514  0.001
H16 1.540533 0.896051 5.178045  -0.001
H17 3.265171 0.513362 5.223744  0.000
H18 -2.563181 2.731348 2.069561  0.000
H19 -0.344576 3.512402 4.016415  0.000
H20 -2.039596 4.015692 4.111548  0.000
H21 -1.036446 4.559156 2.760422  0.000
H22 -1.052564 1.041957 4.123124  -0.003
H23 -2.227251 0.423378 2.941712  0.001
H24 -2.747897 1.532827 4.216439  0.000

Forces on atoms 1 to 6 (eV/Å):
-0.14 -0.23 -0.52
-0.05 0.29 -0.13
0.02 -0.18 -0.01
-0.04 0.07 -0.14
-0.02 0.02 -0.05
-0.01 0.06 -0.06

Values from the calculation:
- Kohn-Sham gap (alpha / beta) (eV) = 6.74 / 4.44
- spin multiplicity = 3
- E (Ha) = -2476.873379
- largest force on an atom (eV Å⁻¹) = 0.59
- total charge = +1